Here is a cluster of 14 separate species, C82H147F5O26 in total from the Open Molecules 2025 dataset. Energies are from ωB97M-V/def2-TZVPD.

ORCA input file:
```
! wB97M-V def2-TZVPD RIJCOSX def2/J DEFGRID3
* xyz 0 1
F -5.4307 0.6505 -1.7387
C -5.6996 0.4413 -0.4128
C -6.2623 1.4692 0.2725
C -6.7807 1.2008 1.5154
C -6.5278 -0.0247 2.1475
C -5.6784 -0.9342 1.5452
C -5.2815 -0.7136 0.1979
H -6.4490 2.4203 -0.2224
H -7.4223 1.9381 1.9632
H -7.0065 -0.2218 3.0754
H -5.3736 -1.8667 2.0983
H -4.6285 -1.3350 -0.3324
F -3.0504 -2.5446 3.1755
C -2.6134 -3.3660 2.2009
C -2.0731 -2.8360 1.0853
C -1.6363 -3.6862 0.1317
C -1.8435 -5.0385 0.2288
C -2.5057 -5.5282 1.3560
C -2.8638 -4.6894 2.3472
H -1.8653 -1.7839 1.1514
H -1.1352 -3.3115 -0.7487
H -1.5063 -5.7949 -0.4611
H -2.6731 -6.5742 1.4182
H -3.5209 -4.9376 3.2031
F 4.4773 -0.9767 0.8388
C 5.1135 -0.8981 2.0033
C 6.4986 -0.5740 2.0204
C 7.0931 -0.5382 3.3082
C 6.4130 -0.8433 4.5002
C 5.0339 -1.0934 4.4171
C 4.3845 -1.0779 3.2118
H 7.0908 -0.3947 1.1421
H 8.1676 -0.4190 3.3581
H 6.9066 -0.8369 5.4629
H 4.3895 -1.2842 5.3040
H 3.3361 -1.2938 3.0602
F 6.0834 -3.7314 -0.7681
C 5.9994 -4.9020 -0.1559
C 5.0588 -5.0461 0.8440
C 4.9848 -6.3045 1.4456
C 5.8298 -7.3270 1.0701
C 6.7187 -7.1820 0.0296
C 6.7988 -5.9499 -0.6125
H 4.3753 -4.2394 1.2129
H 4.2808 -6.4615 2.2295
H 5.8008 -8.1859 1.7011
H 7.4292 -7.9822 -0.1182
H 7.5084 -5.7617 -1.3321
F -2.0164 -5.4912 -4.0620
C -1.1559 -4.4955 -3.6841
C -1.6144 -3.2348 -3.6728
C -0.6354 -2.2619 -3.4289
C 0.6408 -2.5759 -3.1522
C 1.0708 -3.9110 -3.0909
C 0.1201 -4.8961 -3.2584
H -2.6146 -3.0207 -4.0458
H -0.9810 -1.2405 -3.4950
H 1.2647 -1.7284 -3.0474
H 2.1234 -4.1292 -2.9356
H 0.4097 -5.9435 -3.2290
C -2.5746 8.1230 -0.0516
O -3.2046 8.6813 1.0563
C -2.3348 8.6739 2.1580
C -2.0824 7.2723 2.8511
O -1.1340 6.4615 2.1682
C -0.9930 5.1726 2.6121
C -0.2353 4.9342 3.8903
O -0.8086 5.6033 5.0337
C -1.9934 4.9547 5.5261
H -2.7531 7.0602 0.0404
H -1.4768 8.4044 -0.1314
H -3.0656 8.3829 -0.9704
H -2.7051 9.3746 2.9070
H -1.3718 8.9725 1.7042
H -3.0844 6.7890 2.9080
H -1.7895 7.4398 3.8832
H -0.4489 4.6390 1.8204
H -1.9972 4.6904 2.7248
H 0.7826 5.2640 3.8532
H -0.2774 3.7873 4.0016
H -1.9163 3.9048 5.3384
H -2.9535 5.1535 4.9998
H -1.9323 5.1451 6.5992
C -2.3867 1.3909 2.9072
O -2.3899 1.1840 4.2941
C -3.6105 0.7001 4.8133
C -3.7715 1.2102 6.2902
O -4.1382 2.5474 6.4413
C -5.4669 2.8370 6.1165
C -5.7831 4.2600 6.4936
O -7.0903 4.6863 6.0998
C -7.2786 5.9511 6.6899
H -1.4726 1.9188 2.6576
H -3.3650 1.8347 2.6092
H -2.2829 0.4649 2.3096
H -3.6340 -0.4572 4.7665
H -4.4217 1.0106 4.1352
H -2.8486 1.0749 6.7736
H -4.4200 0.4406 6.7752
H -6.2172 2.2422 6.6394
H -5.5418 2.7273 4.9907
H -5.1492 5.0025 5.9978
H -5.6541 4.3701 7.6301
H -6.6528 6.7064 6.1039
H -7.0019 6.0670 7.7041
H -8.2882 6.2927 6.6110
C 4.4523 3.3825 4.1908
O 4.2206 3.6916 2.8251
C 4.7646 2.6762 1.9196
C 4.1709 2.9072 0.4544
O 4.7219 4.0967 -0.0573
C 4.1777 4.3712 -1.3591
C 2.8989 5.1499 -1.2787
O 1.8206 4.3558 -0.8626
C 0.5723 5.0105 -0.9377
H 3.9305 4.0843 4.7826
H 5.5035 3.4870 4.4660
H 4.0227 2.4376 4.4288
H 4.4126 1.7412 2.3384
H 5.8974 2.6754 1.9642
H 3.0940 2.9998 0.5654
H 4.3284 2.1059 -0.2995
H 4.0361 3.3869 -1.9095
H 4.9369 4.9725 -1.8919
H 2.7160 5.6093 -2.2599
H 3.0303 5.9797 -0.5741
H 0.6171 5.9663 -0.2977
H -0.1376 4.3036 -0.4548
H 0.3004 5.2721 -1.9369
C -0.7634 -6.4702 5.2050
O 0.3011 -5.6248 4.8990
C 0.6638 -5.6267 3.5036
C 1.6365 -4.4982 3.3724
O 1.0578 -3.2449 3.3667
C 0.9290 -2.5976 4.6210
C 0.3158 -1.2339 4.4136
O 1.2959 -0.3189 4.0167
C 0.7176 0.8252 3.3687
H -1.0624 -6.3387 6.2577
H -0.5432 -7.5835 5.0081
H -1.6482 -6.2144 4.5545
H -0.2481 -5.6206 2.8312
H 1.2746 -6.5142 3.3080
H 2.2355 -4.4230 2.4744
H 2.3753 -4.6049 4.2541
H 1.8819 -2.6095 5.1473
H 0.2350 -3.2299 5.2775
H -0.1817 -0.8820 5.3910
H -0.4148 -1.2797 3.6125
H 1.4692 1.3892 2.8053
H 0.2549 1.5375 4.1572
H -0.0397 0.5254 2.7551
C -7.9466 5.4062 1.0862
O -7.0011 4.3532 0.7965
C -5.6441 4.6518 0.8966
C -5.1632 5.3741 -0.3331
O -5.2641 4.4323 -1.4196
C -5.5360 4.9275 -2.7324
C -4.3047 5.6269 -3.3224
O -3.9645 6.8157 -2.6137
C -4.8943 7.8448 -2.9272
H -7.9141 5.6862 2.1340
H -8.9036 4.9940 0.8614
H -7.8190 6.2161 0.3985
H -5.0124 3.7488 0.9770
H -5.5223 5.2866 1.7733
H -4.1108 5.6268 -0.2675
H -5.7472 6.2530 -0.5715
H -6.2994 5.6849 -2.6376
H -6.0030 4.0858 -3.2971
H -4.4331 5.8060 -4.3873
H -3.4741 4.9288 -3.2424
H -4.7787 8.2574 -3.9584
H -4.5013 8.6901 -2.3104
H -5.9965 7.7745 -2.7290
C -1.9433 1.1273 -5.1392
O -1.6145 0.0115 -5.9486
C -1.9112 0.1714 -7.3477
C -1.8347 -1.1374 -8.0007
O -0.4771 -1.5704 -8.0225
C -0.1732 -2.6048 -8.9566
C 1.2302 -3.1341 -8.7962
O 1.3329 -4.1860 -7.8501
C 1.2454 -3.8171 -6.5008
H -3.0339 1.3125 -5.1536
H -1.4385 2.0761 -5.4047
H -1.5941 0.7962 -4.1488
H -1.2702 0.9454 -7.8345
H -2.9716 0.5431 -7.4118
H -2.1755 -0.9664 -9.0527
H -2.5178 -1.8015 -7.4956
H -0.4138 -2.2059 -9.9748
H -0.8477 -3.4407 -8.7092
H 1.8995 -2.2435 -8.5524
H 1.6577 -3.6196 -9.6779
H 1.7881 -2.8138 -6.3616
H 1.6628 -4.6230 -5.9319
H 0.2621 -3.7514 -6.0989
C 8.5037 2.1679 -0.2696
O 7.9147 1.0500 -0.8916
C 6.9035 1.3250 -1.8327
C 6.4492 0.0250 -2.4836
O 5.3858 0.3576 -3.3904
C 4.4872 -0.6795 -3.6830
C 3.3915 -0.0015 -4.4734
O 2.5822 0.7914 -3.5874
C 1.5311 1.3894 -4.3697
H 9.4177 2.4696 -0.7454
H 8.6715 1.9317 0.8077
H 7.8494 3.0093 -0.2628
H 7.2022 2.0323 -2.6527
H 6.0698 1.7719 -1.2401
H 6.0749 -0.6349 -1.6963
H 7.2843 -0.4379 -3.0458
H 4.1603 -1.1231 -2.7336
H 4.8554 -1.5057 -4.2858
H 2.7733 -0.7278 -5.1189
H 3.8400 0.7201 -5.1805
H 2.1072 1.9960 -5.1035
H 1.0096 2.0824 -3.7435
H 0.9018 0.6361 -4.7775
C 4.0711 -6.3609 -3.7635
O 3.2777 -7.4964 -3.4105
C 2.7237 -8.1919 -4.4849
C 2.1372 -9.5131 -3.9501
O 1.1712 -9.2417 -2.9090
C 1.7484 -9.1628 -1.6129
C 0.8578 -8.5105 -0.6311
O 0.6945 -7.0749 -0.7503
C 1.8302 -6.2827 -0.4883
H 3.3815 -5.6586 -4.2544
H 4.8793 -6.7210 -4.4379
H 4.5076 -6.0617 -2.8142
H 3.5137 -8.5516 -5.1486
H 1.9258 -7.6940 -5.0600
H 2.9681 -10.0469 -3.4742
H 1.6818 -10.1145 -4.7923
H 2.7588 -8.6910 -1.6208
H 1.9133 -10.1668 -1.1793
H 1.3486 -8.8165 0.3479
H -0.1750 -8.8014 -0.6133
H 2.3540 -6.5950 0.4611
H 1.4311 -5.2302 -0.4619
H 2.5833 -6.2592 -1.3209
C -2.2816 2.2777 -1.9865
O -0.9529 1.8025 -1.8392
C -1.0316 1.0916 -0.6100
C 0.3143 0.4946 -0.4226
O 0.0723 -0.8125 0.1529
C 1.2405 -1.4939 0.4917
H -2.3422 2.8304 -2.8997
H -2.5620 2.9619 -1.1141
H -3.0047 1.4089 -2.0406
H -1.6866 0.2491 -0.5918
H -1.3239 1.7473 0.2472
H 0.9658 1.1547 0.1640
H 0.7342 0.2601 -1.3919
H 1.9702 -1.3880 -0.3008
H 1.0242 -2.5812 0.6579
H 1.7147 -1.0171 1.3523
*
```

Properties
HOMO energy = -8.87 eV
Molecular weight = 1644.04 g mol⁻¹
HOMO-LUMO gap = 9.48 eV



Here is the ion C5H8N3 with charge +1 from the Open Molecules 2025 dataset. Energies are from ωB97M-V/def2-TZVPD.

ORCA input file:
```
! wB97M-V def2-TZVPD RIJCOSX def2/J DEFGRID3
* xyz 1 1
C -0.9495 -0.5805 0.1177
C 1.2092 0.1791 0.1173
C -1.9192 -1.4828 -0.0684
C -1.9449 1.6819 -0.0377
C 2.7431 0.1518 -0.0739
N 0.5485 1.2896 -0.0219
N 0.4218 -0.9376 0.0683
N -1.0133 0.8237 0.0487
H -2.9245 -1.3411 -0.0810
H -1.7417 -2.4848 -0.1715
H -1.6585 2.6103 -0.4095
H -2.8441 1.2712 0.3041
H 3.0758 0.8289 -0.8148
H 3.0402 -0.8344 -0.2566
H 3.1921 0.6111 0.8359
H 0.7650 -1.7862 0.4434
*
```

Properties
ΔE to the lowest compared entry with this formula, charge and spin = 72.87 kcal/mol
HOMO energy = -13.59 eV
Molecular weight = 110.14 g mol⁻¹
HOMO-LUMO gap = 8.19 eV
SMILES = C=c1[nH]c(C)n[n+]1=C



Here is a structure of composition C31H49F6GeN7O6S5Sr from the Open Molecules 2025 dataset. Energies are from ωB97M-V/def2-TZVPD.

ORCA input file:
```
! wB97M-V def2-TZVPD RIJCOSX def2/J DEFGRID3
* xyz 0 1
Sr 0.5295 -0.9188 -1.3396
C -1.6481 4.6919 3.1420
C -2.4414 3.5259 2.5485
S -1.5431 2.0442 2.0450
C -0.9158 1.3942 3.6060
C 0.3055 2.0951 4.2118
S 1.6079 2.3792 2.9869
C 2.1683 4.0477 3.3788
C 1.1190 5.1612 3.4766
S -0.1773 5.2107 2.2063
H -1.3354 4.4602 4.1578
H -2.3188 5.5498 3.2115
H -2.9511 3.8478 1.6401
H -3.2205 3.2454 3.2622
H -0.6621 0.3614 3.3638
H -1.7249 1.3648 4.3402
H 0.6929 1.4766 5.0237
H 0.0270 3.0528 4.6448
H 2.8761 4.2588 2.5747
H 2.7402 4.0442 4.3103
H 1.6448 6.1156 3.4216
H 0.6275 5.1488 4.4492
F -2.2501 2.9310 -0.8539
C -3.0906 2.0933 -1.4566
F -3.7308 2.7537 -2.4165
F -3.9735 1.6338 -0.5745
S -2.1564 0.6956 -2.2631
O -0.7932 1.1820 -2.3758
O -2.8804 0.4090 -3.4618
N -2.2121 -0.4764 -1.1770
S -2.3162 -1.9707 -1.7458
O -2.1209 -2.8761 -0.6538
O -1.4117 -2.1198 -2.8679
C -4.0920 -2.2031 -2.3104
F -4.8305 -1.1768 -1.9098
F -4.5566 -3.3122 -1.7498
F -4.1500 -2.3176 -3.6230
C 1.9647 -4.2122 0.3851
Ge 3.1732 -3.6916 -1.1001
C 4.9308 -4.4866 -0.7338
C 2.4645 -4.6189 -2.6930
C 3.0719 -1.7910 -1.4514
H 2.3547 -5.0811 0.9192
H 0.9753 -4.4806 -0.0003
H 1.8402 -3.4076 1.1108
H 4.8517 -5.5759 -0.7344
H 5.3177 -4.1562 0.2301
H 5.6444 -4.1924 -1.5055
H 2.2336 -5.6630 -2.4734
H 3.1994 -4.5985 -3.5002
H 1.5512 -4.1441 -3.0625
H 3.5129 -1.7021 -2.4601
H 3.7879 -1.2922 -0.7809
O 4.2710 2.2161 0.8515
C 4.8308 1.4771 1.9082
N 5.4578 0.2401 1.5049
C 5.0933 -1.0297 1.8510
O 5.8495 -1.9734 1.7224
C 3.7048 -1.2421 2.3751
C 3.4885 -2.0573 3.4747
C 2.1849 -2.2959 3.8737
C 1.1452 -1.7607 3.1280
N 1.3374 -1.0099 2.0406
C 2.6007 -0.7449 1.6972
H 3.4780 1.7666 0.5066
H 4.0878 1.2495 2.6729
H 5.5901 2.1265 2.3438
H 6.3491 0.2891 1.0337
H 4.3303 -2.4915 3.9989
H 1.9696 -2.9092 4.7382
H 0.1094 -1.9541 3.3827
H 2.7299 -0.1167 0.8226
N -6.8720 -4.3684 0.9957
C -5.8681 -3.9164 1.3226
C -4.6107 -3.3456 1.7365
C -3.5666 -4.1647 2.1471
C -2.3839 -3.5610 2.5383
N -2.1927 -2.2434 2.5420
C -3.1993 -1.4707 2.1316
C -4.4262 -1.9697 1.7232
H -3.6735 -5.2399 2.1576
H -1.5450 -4.1691 2.8598
H -3.0196 -0.4015 2.1174
H -5.2142 -1.3044 1.3983
C 3.8281 4.8078 -2.9843
C 2.6888 3.8632 -3.3426
N 2.7962 2.5591 -2.6936
C 3.7172 1.5885 -3.2865
C 5.0532 1.4614 -2.5619
C 2.1099 2.2451 -1.5756
C 1.1813 3.2673 -0.9854
N 2.2123 1.1020 -0.9551
H 3.6758 5.7799 -3.4555
H 4.7874 4.4163 -3.3233
H 3.8855 4.9510 -1.9040
H 2.6670 3.6928 -4.4209
H 1.7330 4.3098 -3.0841
H 3.8816 1.9002 -4.3181
H 3.2244 0.6141 -3.3294
H 5.6315 2.3821 -2.6395
H 5.6323 0.6495 -3.0036
H 4.9190 1.2435 -1.5027
H 0.3465 3.4715 -1.6570
H 1.7020 4.2064 -0.7911
H 0.7882 2.8846 -0.0465
H 2.8850 0.4543 -1.3764
*
```

Properties
ΔE to the lowest compared entry with this formula, charge and spin = 27.93 kcal/mol
HOMO energy = -7.28 eV
Molecular weight = 1050.33 g mol⁻¹
HOMO-LUMO gap = 7.27 eV



Please write out number 2 again, unchanged.
Here is the ion C5H8N3 with charge +1 from the Open Molecules 2025 dataset. Energies are from ωB97M-V/def2-TZVPD.

ORCA input file:
```
! wB97M-V def2-TZVPD RIJCOSX def2/J DEFGRID3
* xyz 1 1
C -0.9495 -0.5805 0.1177
C 1.2092 0.1791 0.1173
C -1.9192 -1.4828 -0.0684
C -1.9449 1.6819 -0.0377
C 2.7431 0.1518 -0.0739
N 0.5485 1.2896 -0.0219
N 0.4218 -0.9376 0.0683
N -1.0133 0.8237 0.0487
H -2.9245 -1.3411 -0.0810
H -1.7417 -2.4848 -0.1715
H -1.6585 2.6103 -0.4095
H -2.8441 1.2712 0.3041
H 3.0758 0.8289 -0.8148
H 3.0402 -0.8344 -0.2566
H 3.1921 0.6111 0.8359
H 0.7650 -1.7862 0.4434
*
```

Properties
ΔE to the lowest compared entry with this formula, charge and spin = 72.87 kcal/mol
HOMO energy = -13.59 eV
Molecular weight = 110.14 g mol⁻¹
HOMO-LUMO gap = 8.19 eV
SMILES = C=c1[nH]c(C)n[n+]1=C



> Among the records above, which one has the lowest molecular weight?

C5H8N3



> Number 1 is which compound?

C82H147F5O26



> What is the formula in the third record?

C31H49F6GeN7O6S5Sr